Record 1
The following is a quantum chemistry calculation of a cluster of 8 separate species, C28H58F6N4O8P in total, from the Open Molecules 2025 dataset.

As for the calculated total energy: -77919.4129 eV. As for the net charge: -1. The multiplicity is 1. The HOMO energy comes out at -0.225 Ha.

Geometry (Å):
P1 1.02500 -0.35007 0.15008
F1 -0.29883 -0.45303 1.11829
F2 1.80744 0.16990 1.47900
F3 1.18411 -1.93498 0.48874
F4 2.34846 -0.42510 -0.78553
F5 0.13220 -0.87994 -1.11985
F6 0.75244 1.15135 -0.37220
O1 0.33629 -4.32550 -1.25277
C1 -0.66461 -4.12176 -0.58079
N1 -1.77523 -3.60577 -1.15730
C2 -0.63556 -4.36290 0.91180
H1 -2.61034 -3.32410 -0.68328
H2 -1.64388 -3.49927 -2.14698
H3 0.03231 -3.60561 1.32125
H4 -0.15066 -5.31909 1.08550
H5 -1.60708 -4.14421 1.35838
O2 2.17314 -3.14944 4.82268
C3 1.89589 -2.08620 4.28084
N2 2.82947 -1.15028 3.98210
C4 0.45290 -1.71142 3.98019
H6 2.69266 -0.50031 3.22356
H7 3.75646 -1.36894 4.30937
H8 -0.15440 -1.81725 4.87678
H9 0.15685 -2.32443 3.13217
H10 0.34389 -0.65927 3.71297
C5 1.07675 2.93725 5.53193
C6 1.54116 2.70264 4.08546
N3 1.07458 3.80828 3.23278
C7 -0.30531 3.51562 2.90507
C8 -0.98735 4.52615 1.95109
C9 1.84573 3.73747 1.96839
C10 3.35532 4.01463 2.09998
H11 1.41532 3.91293 5.89076
H12 1.51628 2.24831 6.25964
H13 -0.00006 2.90967 5.68652
H14 2.61015 2.48844 4.05098
H15 1.16257 1.72966 3.73528
H16 -0.41668 2.52255 2.43792
H17 -0.97386 3.47388 3.76739
H18 -0.55408 5.50405 2.19186
H19 -0.72579 4.28857 0.92073
H20 -2.06086 4.63197 2.08515
H21 1.44454 4.49536 1.29855
H22 1.66858 2.74624 1.53865
H23 3.66552 4.31237 1.09653
H24 3.98507 3.23572 2.51897
H25 3.52264 4.92389 2.68535
C11 -2.22273 2.53687 -1.34058
C12 -3.46536 3.39456 -1.10139
N4 -4.71508 2.78959 -1.62553
C13 -5.85407 3.68527 -1.27272
C14 -7.08925 3.17038 -2.02667
C15 -4.88252 1.46833 -0.96843
C16 -4.83371 1.42407 0.55742
H26 -2.34362 1.96418 -2.25706
H27 -2.06334 1.87278 -0.49180
H28 -1.39991 3.24117 -1.45126
H29 -3.48326 3.88580 -0.12191
H30 -3.29125 4.25447 -1.76637
H31 -6.05155 3.86184 -0.21191
H32 -5.62129 4.66520 -1.69690
H33 -6.81971 2.94901 -3.05690
H34 -7.51895 2.28190 -1.56937
H35 -7.83437 3.97088 -2.03460
H36 -4.09907 0.84066 -1.39306
H37 -5.80855 1.00422 -1.31230
H38 -5.04907 0.45026 0.99620
H39 -5.43908 2.20358 1.01991
H40 -3.79777 1.58708 0.87254
O3 3.10969 -4.04447 -0.47326
C17 4.04868 -4.12319 0.23835
O4 4.87383 -5.20381 0.31758
C18 5.86667 -5.02282 1.29633
C19 5.25495 -4.05217 2.30470
C20 4.38151 -3.19527 1.37137
H41 6.80894 -4.68244 0.84253
H42 6.23282 -5.92353 1.79829
H43 6.02738 -3.48055 2.82065
H44 4.74102 -4.67501 3.03505
H45 4.88572 -2.28799 1.03515
H46 3.45473 -2.87120 1.84239
O5 2.46537 -3.45983 -3.05258
C21 2.55817 -2.39947 -3.59675
O6 1.67556 -1.89363 -4.48636
C22 2.13155 -0.63367 -4.98771
C23 3.34650 -0.25751 -4.12087
C24 3.84134 -1.56938 -3.53969
H47 1.34124 0.09751 -4.81008
H48 2.32396 -0.75682 -6.05639
H49 2.98012 0.43222 -3.35928
H50 4.11090 0.30377 -4.66399
H51 4.16846 -1.64463 -2.51059
H52 4.40676 -2.17060 -4.25718
O7 -4.16956 -2.61837 -2.57664
C25 -3.47614 -1.97796 -3.32785
O8 -3.58638 -2.17722 -4.64938
C26 -2.33188 -1.93068 -5.31570
C27 -1.37573 -1.43015 -4.20721
C28 -2.32377 -1.00787 -3.08540
H53 -2.38730 -1.08693 -5.99737
H54 -1.85414 -2.81912 -5.71862
H55 -0.93565 -0.50763 -4.59016
H56 -0.58489 -2.12384 -3.94722
H57 -2.74404 -0.01802 -3.25956
H58 -1.82201 -1.15778 -2.13384

=====

Record 2
The following is a quantum chemistry calculation of a cluster of 11 separate species, C38H75Br22N2O in total, from the Open Molecules 2025 dataset.

As for the calculated total energy: -1586565.9910 eV. As for the net charge: +1. The multiplicity is 1. The HOMO energy comes out at -0.374 Ha.

Geometry (Å):
C1 -2.40974 1.52590 4.62856
O1 -2.58084 2.58000 3.57971
C2 -3.53195 3.61334 4.08143
C3 -4.84829 3.67180 3.06831
C4 -4.39246 4.43709 1.69382
C5 -3.96190 3.45647 0.45401
C6 -4.96768 2.19153 0.18087
C7 -4.03886 0.81717 0.38690
C8 -3.82660 -0.03921 -0.99475
C9 -2.49640 0.36395 -1.86601
C10 -2.36187 1.95873 -2.22638
C11 -1.78103 2.28306 -3.72463
C12 -0.18173 1.98968 -3.93132
C13 0.81466 2.97623 -3.07397
C14 1.17831 4.39929 -3.86885
N1 1.74028 5.57471 -3.08340
C15 1.90719 6.69306 -4.09953
C16 1.42704 6.10035 -5.58497
N2 1.00266 4.66027 -5.34853
H1 -1.96166 2.00358 5.60810
H2 -3.48087 1.05838 4.79345
H3 -1.67592 0.67231 4.30330
H4 -3.85458 3.27084 5.15880
H5 -2.95437 4.63503 4.08681
H6 -5.21520 2.56953 2.93252
H7 -5.64461 4.34931 3.64459
H8 -5.20810 5.22893 1.40977
H9 -3.41664 5.06587 1.97282
H10 -2.83110 3.16639 0.58993
H11 -4.00046 4.13083 -0.53042
H12 -5.90331 2.21626 0.88506
H13 -5.37781 2.11864 -0.92497
H14 -3.03771 1.02576 0.96198
H15 -4.68829 0.12869 1.11447
H16 -3.69478 -1.17896 -0.67044
H17 -4.81946 -0.00107 -1.64897
H18 -1.53226 -0.06061 -1.33230
H19 -2.57662 -0.23563 -2.89110
H20 -3.47213 2.39651 -2.20022
H21 -1.78055 2.51598 -1.35619
H22 -2.36801 1.60899 -4.50932
H23 -2.06234 3.41896 -3.95184
H24 0.04368 2.15236 -5.09214
H25 0.07029 0.85365 -3.72696
H26 1.81054 2.41740 -2.73201
H27 0.24353 3.26276 -2.06719
H28 1.98163 5.65191 -2.06108
H29 2.29229 7.78684 -3.91353
H30 1.42155 6.70604 -6.60992
H31 0.66160 4.03632 -6.13120
Br1 -1.08383 8.29039 1.44182
C17 0.42868 9.09570 0.51033
C18 0.82637 8.27801 -0.69644
Br2 1.82338 6.68556 -0.17311
H32 1.23261 9.20704 1.24342
H33 0.08027 10.08688 0.20675
H34 1.50918 8.84295 -1.33702
H35 -0.02655 7.93939 -1.29142
Br3 -2.19905 -2.75804 6.03734
C19 -1.50623 -3.54934 4.39486
C20 -0.98520 -2.48825 3.45375
Br4 -2.44715 -1.56481 2.55166
H36 -2.31190 -4.15210 3.96627
H37 -0.69660 -4.21000 4.71736
H38 -0.39637 -2.94039 2.65089
H39 -0.38392 -1.72300 3.95272
Br5 1.69739 -0.95718 -2.89347
C21 2.39021 -1.74848 -4.53595
C22 2.91125 -0.68739 -5.47706
Br6 1.44930 0.23605 -6.37915
H40 1.58454 -2.35124 -4.96455
H41 3.19985 -2.40914 -4.21345
H42 3.50008 -1.13953 -6.27993
H43 3.51252 0.07786 -4.97809
Br7 3.47700 -5.42399 -5.02219
C23 2.38613 -6.42611 -3.75346
C24 0.91658 -6.31215 -4.08589
Br8 0.20127 -4.58163 -3.54049
H44 2.63549 -6.05522 -2.75527
H45 2.72311 -7.46242 -3.84560
H46 0.33595 -7.04930 -3.52446
H47 0.70304 -6.42391 -5.15268
Br9 0.40825 4.88685 3.68011
C25 1.32274 3.52339 4.73300
C26 1.41545 3.92541 6.18657
Br10 2.80731 5.26360 6.46182
H48 2.29746 3.35901 4.26500
H49 0.71410 2.62182 4.62031
H50 1.71413 3.07369 6.80391
H51 0.48595 4.34596 6.58064
Br11 3.64487 -3.29133 -0.12268
C27 5.15738 -2.48602 -1.05418
C28 5.55507 -3.30371 -2.26095
Br12 6.55208 -4.89616 -1.73762
H52 5.96131 -2.37468 -0.32109
H53 4.80897 -1.49484 -1.35776
H54 6.23788 -2.73877 -2.90153
H55 4.70215 -3.64233 -2.85592
Br13 -4.59788 -5.33563 9.61892
C29 -2.99806 -6.45116 9.62795
C30 -2.01912 -6.01243 8.56388
Br14 -2.58639 -6.60550 6.79462
H56 -3.33022 -7.48669 9.51191
H57 -2.56745 -6.32217 10.62491
H58 -1.04338 -6.48037 8.72108
H59 -1.89261 -4.92736 8.51144
Br15 6.53623 6.69484 -1.74583
C31 6.52992 5.99215 -3.56519
C32 5.60510 6.78846 -4.45607
Br16 3.73855 6.32801 -4.12780
H60 6.26291 4.93372 -3.49775
H61 7.56497 6.07989 -3.90718
H62 5.77740 6.54361 -5.50779
H63 5.69583 7.86980 -4.31971
Br17 3.44835 -3.06955 4.39816
C33 4.19863 -1.70525 3.22357
C34 3.55491 -0.35999 3.46642
Br18 1.78105 -0.27011 2.66073
H64 4.07802 -2.06545 2.19798
H65 5.26373 -1.67314 3.46954
H66 4.12797 0.43492 2.98116
H67 3.43624 -0.12083 4.52701
Br19 0.50232 -7.98193 -8.97273
C35 2.19321 -7.82128 -8.01410
C36 2.49855 -9.07582 -7.22926
Br20 1.42918 -9.16794 -5.60084
H68 2.12293 -6.92546 -7.39065
H69 2.94587 -7.65957 -8.79085
H70 3.53721 -9.07353 -6.88733
H71 2.30701 -9.99547 -7.78933
Br21 -5.40853 -8.61959 6.40221
C37 -6.26878 -7.27645 5.27977
C38 -6.28058 -7.70125 3.82978
Br22 -4.52799 -7.45982 3.00884
H72 -5.74328 -6.33278 5.45144
H73 -7.28866 -7.19448 5.66592
H74 -6.95643 -7.06835 3.24805
H75 -6.55830 -8.74939 3.68690

=====

Record 3
The following is a quantum chemistry calculation of the molecule C3H2N4O2, from the Open Molecules 2025 dataset.

As for the calculated total energy: -13194.6084 eV. The multiplicity is 1. The energy above the lowest of the compared OMol25 structures with the same formula, charge and spin is 58.5 kcal/mol. The HOMO energy comes out at -0.359 Ha.

Geometry (Å):
O1 2.97745 0.13578 0.08706
C1 1.60485 0.17880 -0.02139
N1 0.91300 -1.02717 -0.06095
C2 -0.35130 -0.62930 0.11088
N2 -1.61564 -1.08240 -0.00242
C3 -2.39520 0.03153 -0.10772
O2 -1.64967 1.20634 -0.00404
N3 -0.29315 0.72942 0.27386
N4 0.92562 1.36963 -0.16218
H1 3.32041 -0.84971 -0.23836
H2 -3.43637 -0.06292 0.12525

=====

Record 4
The following is a quantum chemistry calculation of a structure of composition C23H21BrFeN11O2SSe2Te2, from the Open Molecules 2025 dataset.

As for the calculated total energy: -305225.3085 eV. Its expectation value of S² is 8.773. The multiplicity is 6. The energy above the lowest of the compared OMol25 structures with the same formula, charge and spin is 37.8 kcal/mol. The HOMO energy (alpha / beta) comes out at -0.246 / -0.248 Ha.

Geometry (Å):
Fe1 -0.32427 1.16472 0.99602
N1 1.01507 -0.76492 -6.54510
C1 0.14720 -0.44313 -5.53572
C2 -0.95175 0.39342 -5.76968
C3 -1.75902 0.80735 -4.73068
C4 -1.49224 0.38175 -3.44047
C5 -0.42903 -0.46482 -3.20070
C6 0.38407 -0.88449 -4.23113
S1 -2.32163 1.13109 -2.05015
O1 -1.76326 2.46877 -2.01263
O2 -3.74523 1.05362 -2.15134
N2 -1.70495 0.36830 -0.73994
C7 -2.46467 -0.43543 0.00055
N3 -2.01182 -0.54754 1.27776
C8 -2.70678 -1.29974 2.10712
C9 -3.86307 -1.95103 1.71243
C10 -4.22541 -1.79335 0.37885
N4 -3.53459 -1.07287 -0.47454
H1 0.72020 -0.59656 -7.49086
H2 1.62253 -1.55465 -6.40672
H3 -1.14285 0.73481 -6.77547
H4 -2.59413 1.46866 -4.90361
H5 -0.25028 -0.79092 -2.18967
H6 1.22271 -1.53559 -4.03142
H7 -2.32292 -1.36661 3.11973
H8 -4.44399 -2.54358 2.39892
H9 -5.10500 -2.27440 -0.02992
Se1 -1.84543 2.83323 0.68501
Te1 -1.14696 4.81344 1.95770
Te2 0.96445 4.28682 3.59748
Se2 2.30879 2.57746 2.50140
N5 0.91932 -1.95101 -0.23027
C11 1.31262 -1.88339 1.05219
N6 2.11919 -2.82225 1.52961
C12 2.43518 -2.68747 2.82020
N7 3.31402 -3.54678 3.34310
N8 1.88680 -1.78423 3.64154
C13 1.11490 -0.87968 3.06428
N9 0.86051 -0.83323 1.75768
C14 0.41570 0.07199 3.93168
C15 0.59754 0.01192 5.31070
C16 -0.21181 0.78751 6.12036
C17 -1.16218 1.60758 5.52801
C18 -1.22618 1.64847 4.14227
N10 -0.45775 0.90822 3.35558
H10 1.07816 -2.80075 -0.74556
H11 0.16560 -1.32600 -0.47690
H12 3.77351 -4.19406 2.72916
H13 3.61610 -3.41391 4.29236
H14 1.33796 -0.66786 5.70248
H15 -0.11485 0.73790 7.19262
H16 -1.83899 2.19660 6.12563
H17 -1.94860 2.27540 3.62597
Br1 1.44419 2.79553 -4.52082
C19 1.91706 1.90449 -2.92913
C20 3.03087 1.08227 -2.89377
C21 3.35819 0.50290 -1.67887
C22 2.54660 0.73546 -0.58106
N11 1.43693 1.47136 -0.64431
C23 1.14525 2.07403 -1.78914
H18 3.61596 0.90852 -3.78343
H19 4.23266 -0.12415 -1.59030
H20 2.79705 0.34669 0.39758
H21 0.25274 2.68411 -1.82269

=====

Record 5
The following is a quantum chemistry calculation of the molecule C4H4ClNO2, from the Open Molecules 2025 dataset.

As for the calculated total energy: -22319.4594 eV. The multiplicity is 1. The energy above the lowest of the compared OMol25 structures with the same formula, charge and spin is 14.6 kcal/mol. The HOMO energy comes out at -0.420 Ha.

Geometry (Å):
C1 -1.19945 -0.89890 1.58686
O1 -0.82000 -0.71438 0.24024
C2 0.17974 0.19644 0.08980
O2 0.71273 0.80222 1.01866
C3 0.55739 0.27469 -1.36535
Cl1 1.67283 -1.11527 -1.85782
C4 1.28536 1.55266 -1.63664
N1 1.85804 2.53658 -1.91349
H1 -0.34612 -1.28467 2.15136
H2 -1.48694 0.07522 2.00284
H3 -2.03180 -1.59685 1.60811
H4 -0.38177 0.17227 -1.92457

=====

Record 6
The following is a quantum chemistry calculation of a cluster of 3 separate species, C2H4Cl2FN in total, from the Open Molecules 2025 dataset.

As for the calculated total energy: -31390.0322 eV. The multiplicity is 1. The energy above the lowest of the compared OMol25 structures with the same formula, charge and spin is 24.4 kcal/mol. The HOMO energy comes out at -0.405 Ha.

Geometry (Å):
Cl1 -0.38809 0.86898 0.17747
C1 0.65115 -0.45918 -0.15232
Cl2 2.33634 0.06525 -0.44044
H1 0.49605 -1.07936 -1.06707
H2 0.51710 -1.02171 0.83754
C2 -3.26818 -1.05561 -0.61417
N1 -2.45064 -1.59972 -0.02955
H3 -3.89366 -0.31862 -1.14808
F1 0.52198 2.32305 3.88444
H4 0.44067 1.90237 3.00105

=====

Maximum force for every record listed, in sequence, given in Eh/bohr: 0.061; 0.205; 0.116; 0.042; 0.059; 0.053.